No. 1
Formula: C14H18N7OS6V
Source: the Open Molecules 2025 dataset
Level of theory: ωB97M-V with the def2-TZVPD basis set

Geometry as ORCA input:
```
! RIJCOSX wB97M-V def2-TZVPD def2/J DEFGRID3
* xyz 0 3
V 0.225 0.373 0.465
N -2.586 3.494 1.475
C -1.581 2.719 1.032
S -0.749 1.708 2.189
N -1.278 2.866 -0.256
N -0.289 1.990 -0.612
C 0.349 2.179 -1.703
C 1.391 1.178 -2.020
C 2.203 1.252 -3.132
C 3.175 0.282 -3.315
C 3.310 -0.725 -2.378
C 2.462 -0.739 -1.289
N 1.519 0.191 -1.111
H -2.940 3.352 2.403
H -3.125 4.016 0.807
H 0.126 3.032 -2.334
H 2.069 2.061 -3.838
H 3.827 0.320 -4.178
H 4.048 -1.507 -2.491
H 2.529 -1.498 -0.523
S 0.878 -1.542 1.739
S -0.816 -2.478 2.532
S -2.422 -1.300 1.861
S -1.851 -0.609 0.006
S 2.542 1.748 1.191
C 3.260 1.007 2.548
N 2.492 0.467 3.521
C 2.953 -0.166 4.622
C 4.288 -0.272 4.837
C 5.152 0.282 3.871
C 4.657 0.906 2.761
H 1.490 0.491 3.354
H 2.201 -0.572 5.282
H 4.660 -0.772 5.718
H 6.223 0.202 4.007
H 5.304 1.330 2.007
C -2.142 -2.935 -3.359
N -1.615 -3.598 -2.186
C -0.471 -3.159 -1.584
N 0.010 -3.952 -0.574
O 0.091 -2.125 -1.926
H -1.824 -3.416 -4.287
H -1.778 -1.912 -3.355
H -3.231 -2.920 -3.320
H -1.943 -4.522 -1.968
H -0.649 -4.550 -0.102
H 0.618 -3.442 0.054
*
```

Output
* HOMO-LUMO gap (spin up / spin down): 6.12 / 5.96 eV
* energy above the lowest of the compared OMol25 structures with the same formula, charge and spin: 27.16 kcal/mol
* expectation value of S²: 2.03
* largest force on an atom: 0.040 Eh/bohr

=====

No. 2
Formula: C38H43BrCrN3O3SSi
Source: the Open Molecules 2025 dataset
Level of theory: ωB97M-V with the def2-TZVPD basis set

Geometry as ORCA input:
```
! RIJCOSX wB97M-V def2-TZVPD def2/J DEFGRID3
* xyz 0 2
Cr 0.127 -1.026 -0.977
C 2.186 -0.870 -1.427
Si 3.069 -0.381 0.137
C 2.015 -1.106 1.551
N 0.543 -1.030 1.411
C 0.007 0.281 1.819
C 0.010 0.541 3.329
C -0.599 -0.642 4.111
C -1.183 -1.671 3.144
C -0.083 -2.135 2.197
C 3.510 1.448 0.311
C 4.338 2.028 -0.655
C 4.855 3.304 -0.494
C 4.546 4.037 0.644
C 3.706 3.492 1.602
C 3.200 2.209 1.436
C 4.721 -1.268 0.490
C 4.765 -2.661 0.604
C 5.919 -3.320 0.999
C 7.070 -2.599 1.283
C 7.062 -1.220 1.142
C 5.900 -0.567 0.754
H 2.481 -1.888 -1.706
H 2.401 -0.222 -2.278
H 2.344 -0.760 2.542
H 2.269 -2.167 1.510
H -1.022 0.363 1.456
H 0.582 1.052 1.308
H -0.569 1.450 3.503
H 1.026 0.740 3.676
H -1.364 -0.294 4.805
H 0.174 -1.135 4.706
H -2.032 -1.247 2.603
H -1.553 -2.541 3.690
H -0.454 -2.899 1.519
H 0.686 -2.614 2.809
H 4.597 1.460 -1.545
H 5.503 3.723 -1.254
H 4.954 5.030 0.784
H 3.457 4.058 2.491
H 2.572 1.796 2.217
H 3.883 -3.251 0.374
H 5.920 -4.399 1.090
H 7.967 -3.109 1.609
H 7.959 -0.647 1.342
H 5.910 0.512 0.665
C -4.857 2.307 -2.796
C -4.736 1.246 -1.700
N -3.863 0.122 -2.065
C -4.500 -1.103 -2.526
C -4.975 -1.037 -3.976
C -2.532 0.298 -2.114
S -1.531 -0.941 -2.803
N -2.064 1.472 -1.698
C -0.828 1.712 -1.333
O 0.028 0.818 -0.994
C -0.456 3.138 -1.299
C -1.426 4.111 -1.062
C -1.082 5.451 -1.077
C 0.226 5.826 -1.355
C 1.189 4.861 -1.607
C 0.855 3.518 -1.567
H -5.480 3.134 -2.452
H -5.300 1.892 -3.700
H -3.870 2.690 -3.041
H -5.715 0.828 -1.470
H -4.347 1.702 -0.790
H -5.345 -1.306 -1.865
H -3.782 -1.913 -2.423
H -5.721 -0.254 -4.113
H -5.427 -1.989 -4.255
H -4.132 -0.844 -4.639
H -2.439 3.794 -0.857
H -1.833 6.204 -0.882
H 0.494 6.875 -1.390
H 2.203 5.160 -1.829
H 1.589 2.754 -1.775
Br -4.707 -0.747 1.598
C -4.074 -2.413 0.923
C -4.886 -3.531 0.997
C -4.399 -4.741 0.523
C -3.121 -4.829 -0.003
C -2.318 -3.695 -0.074
C -2.801 -2.478 0.393
C -0.910 -3.844 -0.608
O -0.446 -4.940 -0.826
O -0.264 -2.727 -0.794
H -5.875 -3.460 1.430
H -5.027 -5.621 0.576
H -2.713 -5.761 -0.368
H -2.179 -1.595 0.358
*
```

Output
* HOMO-LUMO gap (spin up / spin down): 7.91 / 7.59 eV
* energy above the lowest of the compared OMol25 structures with the same formula, charge and spin: 10.35 kcal/mol
* expectation value of S²: 0.78
* largest force on an atom: 0.032 Eh/bohr

=====

No. 3
Formula: C14H16O2
Source: the Open Molecules 2025 dataset
Level of theory: ωB97M-V with the def2-TZVPD basis set

Geometry as ORCA input:
```
! RIJCOSX wB97M-V def2-TZVPD def2/J DEFGRID3
* xyz 0 1
C -3.596 0.096 0.140
C -2.571 -0.831 -0.447
C -1.490 -0.378 -1.195
C -0.481 -1.216 -1.647
C -0.396 -2.483 -1.083
O 0.717 -3.230 -1.354
C -1.461 -2.998 -0.352
C -2.518 -2.154 -0.016
H -3.688 0.993 -0.486
H -3.322 0.502 1.111
H -4.578 -0.368 0.254
H -1.353 0.675 -1.434
H 0.346 -0.875 -2.252
H 0.872 -3.868 -0.647
H -1.554 -4.061 -0.211
H -3.305 -2.625 0.571
C 2.166 -1.044 1.451
C 1.825 0.381 1.047
C 0.722 0.986 1.642
C 0.378 2.302 1.349
C 1.113 2.952 0.385
O 0.912 4.271 0.077
C 2.174 2.354 -0.268
C 2.528 1.040 0.053
H 1.401 -1.417 2.121
H 3.146 -1.172 1.912
H 2.261 -1.658 0.545
H 0.120 0.320 2.240
H -0.405 2.781 1.928
H 0.009 4.545 0.262
H 2.670 2.882 -1.050
H 3.508 0.737 -0.283
*
```

Output
* HOMO-LUMO gap: 9.13 eV
* SMILES: Cc1ccc(O)cc1.Cc1ccc(O)cc1
* energy above the lowest of the compared OMol25 structures with the same formula, charge and spin: 13.00 kcal/mol
* largest force on an atom: 0.038 Eh/bohr

=====

No. 4
Formula: C21H29AuClF3N2O4SSi
Source: the Open Molecules 2025 dataset
Level of theory: ωB97M-V with the def2-TZVPD basis set

Geometry as ORCA input:
```
! RIJCOSX wB97M-V def2-TZVPD def2/J DEFGRID3
* xyz 0 1
Au 0.353 0.689 1.234
C 0.981 1.477 4.591
C 1.385 2.475 3.561
C 2.013 3.661 3.875
C 2.318 4.558 2.847
C 2.003 4.294 1.543
C 1.356 3.078 1.236
N 1.096 2.219 2.278
N 0.944 2.587 0.090
Si 0.199 3.376 -1.253
C -0.735 4.907 -0.691
C 1.472 3.849 -2.549
C -0.999 2.154 -2.013
H 0.342 1.946 5.339
H 1.854 1.080 5.111
H 0.423 0.660 4.149
H 2.253 3.888 4.900
H 2.809 5.490 3.093
H 2.238 4.990 0.755
H -0.083 5.664 -0.260
H -1.485 4.655 0.058
H -1.252 5.362 -1.534
H 2.180 4.579 -2.159
H 1.022 4.274 -3.441
H 2.045 2.973 -2.850
H -1.642 1.697 -1.261
H -0.482 1.357 -2.545
H -1.642 2.667 -2.724
Cl 3.274 -0.367 1.218
C 1.828 -0.669 2.094
H 1.884 -0.365 3.124
H 1.350 -1.611 1.875
C -0.675 -5.420 -4.710
C -0.659 -4.364 -3.649
C 0.537 -3.784 -3.248
C 0.582 -2.795 -2.275
C 1.915 -2.239 -1.892
C -0.635 -2.386 -1.689
C -0.683 -1.374 -0.666
O 0.297 -0.677 -0.351
C -1.864 -2.970 -2.076
C -3.177 -2.582 -1.478
C -1.846 -3.948 -3.057
H 0.320 -5.824 -4.883
H -1.041 -5.011 -5.654
H -1.337 -6.240 -4.434
H 1.465 -4.116 -3.693
H 2.696 -2.807 -2.395
H 2.087 -2.285 -0.820
H 2.008 -1.189 -2.168
H -1.640 -1.169 -0.190
H -3.430 -1.543 -1.688
H -3.204 -2.718 -0.396
H -3.963 -3.203 -1.905
H -2.777 -4.404 -3.360
F -2.759 -1.047 4.735
C -1.797 -1.826 4.243
F -0.632 -1.396 4.746
F -1.990 -3.076 4.683
S -1.784 -1.818 2.404
O -0.586 -2.557 2.064
O -3.046 -2.423 2.079
O -1.687 -0.405 2.032
*
```

Output
* HOMO-LUMO gap: 6.86 eV
* energy above the lowest of the compared OMol25 structures with the same formula, charge and spin: 18.00 kcal/mol
* largest force on an atom: 0.038 Eh/bohr

=====

No. 5
Formula: C5H3N3
Source: the Open Molecules 2025 dataset
Level of theory: ωB97M-V with the def2-TZVPD basis set

Geometry as ORCA input:
```
! RIJCOSX wB97M-V def2-TZVPD def2/J DEFGRID3
* xyz 0 1
H 2.646 -1.017 -0.807
N 2.172 -1.565 -0.109
C 1.042 -0.940 -0.152
C 0.385 0.161 -0.878
C -0.520 0.644 -0.123
C -1.642 1.612 -0.243
N -2.621 2.388 0.047
C -0.632 -0.310 1.189
N 0.168 -1.333 0.983
H 0.618 0.817 -1.827
H -1.618 -0.456 1.920
*
```

Output
* HOMO-LUMO gap: 9.13 eV
* SMILES: [H]/N=C1\C=C(C#N)C=N1
* energy above the lowest of the compared OMol25 structures with the same formula, charge and spin: 81.01 kcal/mol
* largest force on an atom: 0.214 Eh/bohr

=====

No. 6
Formula: C3H6S
Source: the Open Molecules 2025 dataset
Level of theory: ωB97M-V with the def2-TZVPD basis set

Geometry as ORCA input:
```
! RIJCOSX wB97M-V def2-TZVPD def2/J DEFGRID3
* xyz 0 1
C 0.303 0.121 1.761
C 0.315 0.414 0.515
C 0.141 -0.686 -0.784
S -0.283 0.505 -2.378
H 0.437 0.860 2.648
H 0.192 -0.960 2.099
H 0.459 1.420 0.144
H -0.857 -1.039 -0.801
H 0.860 -1.512 -0.891
H -1.568 0.876 -2.312
*
```

Output
* HOMO-LUMO gap: 9.94 eV
* SMILES: C=CCS
* energy above the lowest of the compared OMol25 structures with the same formula, charge and spin: 42.71 kcal/mol
* largest force on an atom: 0.099 Eh/bohr